1.
Entry from the Open Molecules 2025 dataset: a structure of composition C46H58BeN7O4 at a distorted geometry (ωB97M-V/def2-TZVPD).

The total charge is +1. The strongest force on any atom comes out at 0.083 Eh/bohr. As for the highest occupied orbital energy: -10.364 eV. The value obtained for the energy above the lowest of the compared OMol25 structures with the same formula, charge and spin is 387.02 kJ/mol. The lowest unoccupied orbital energy is -0.1774 Ha.

Each line ends with the Löwdin charge.
Positions of all 116 atoms, in Å:
Be: 23.93 14.61 6.19  0.97
C: 22.59 17.96 3.32  -0.09
C: 23.55 18.02 4.54  -0.46
O: 23.95 16.82 5.17  -0.37
H: 21.61 17.59 3.64  0.05
H: 22.91 17.36 2.47  0.04
H: 22.56 19.03 3.09  0.06
H: 23.16 18.74 5.25  0.06
H: 24.34 18.68 4.18  0.07
N: 18.27 17.12 5.67  0.05
C: 17.04 17.04 6.24  -0.14
C: 16.60 17.95 7.18  -0.07
C: 17.45 18.96 7.59  -0.08
C: 18.72 19.06 7.05  -0.07
C: 19.07 18.14 6.02  -0.14
H: 16.54 16.21 5.76  0.10
H: 15.62 17.69 7.55  0.10
H: 17.13 19.69 8.33  0.11
H: 19.38 19.87 7.34  0.10
H: 20.11 18.07 5.73  0.08
N: 22.30 19.52 -1.37  0.06
C: 22.81 19.14 -2.57  -0.12
C: 23.98 18.36 -2.68  -0.04
C: 24.60 18.04 -1.44  -0.08
C: 24.05 18.44 -0.24  -0.12
C: 22.95 19.21 -0.22  -0.17
H: 22.25 19.35 -3.47  0.10
H: 24.25 17.80 -3.56  0.10
H: 25.51 17.46 -1.38  0.09
H: 24.66 18.37 0.65  0.09
H: 22.65 19.50 0.77  0.09
N: 30.16 18.79 3.53  0.06
C: 28.86 19.06 3.97  -0.13
C: 27.76 18.81 3.21  -0.11
C: 27.87 18.14 2.02  -0.06
C: 29.20 17.84 1.54  -0.05
C: 30.30 18.14 2.37  -0.17
H: 28.90 19.58 4.91  0.10
H: 26.82 19.25 3.52  0.10
H: 27.09 17.88 1.32  0.08
H: 29.49 17.41 0.59  0.09
H: 31.32 18.05 2.04  0.10
N: 24.46 13.64 3.81  0.02
C: 25.40 12.65 3.60  -0.13
C: 25.86 12.32 2.31  -0.05
C: 25.63 13.23 1.29  -0.07
C: 24.79 14.33 1.50  -0.04
C: 24.16 14.51 2.76  -0.09
H: 25.63 12.02 4.45  0.10
H: 26.32 11.36 2.11  0.11
H: 26.00 13.02 0.30  0.11
H: 24.70 15.03 0.68  0.10
H: 23.60 15.41 2.94  0.07
N: 21.77 13.61 5.25  0.02
C: 20.72 14.37 4.84  -0.11
C: 19.40 13.90 4.61  -0.02
C: 19.22 12.54 4.75  -0.06
C: 20.24 11.73 5.25  -0.06
C: 21.48 12.31 5.43  -0.17
H: 20.87 15.42 4.65  0.09
H: 18.59 14.52 4.25  0.10
H: 18.27 12.11 4.50  0.11
H: 20.01 10.69 5.41  0.11
H: 22.29 11.64 5.69  0.10
N: 26.65 14.61 5.90  0.04
C: 27.61 14.09 6.79  -0.10
C: 28.94 14.26 6.60  -0.08
C: 29.43 14.98 5.52  0.00
C: 28.42 15.61 4.72  -0.03
C: 27.11 15.31 4.87  -0.16
H: 27.26 13.58 7.68  0.10
H: 29.75 13.86 7.20  0.11
H: 30.47 15.05 5.23  0.12
H: 28.78 16.23 3.92  0.08
H: 26.32 15.64 4.22  0.09
N: 21.93 15.38 7.68  0.03
C: 21.83 16.70 8.04  -0.13
C: 20.91 17.24 8.92  -0.03
C: 19.97 16.33 9.52  -0.04
C: 20.04 14.98 9.22  -0.04
C: 21.03 14.55 8.27  -0.11
H: 22.51 17.30 7.45  0.08
H: 20.98 18.28 9.19  0.11
H: 19.36 16.62 10.36  0.11
H: 19.28 14.30 9.56  0.11
H: 20.80 13.57 7.89  0.09
C: 24.18 20.17 8.22  -0.03
C: 25.23 20.77 7.37  -0.48
O: 25.28 22.02 7.23  0.04
C: 26.25 19.82 6.84  -0.02
H: 23.54 20.92 8.69  0.09
H: 24.71 19.66 9.02  0.09
H: 23.63 19.44 7.63  0.06
H: 26.86 19.46 7.68  0.10
H: 26.86 20.47 6.21  0.08
H: 25.77 19.03 6.27  0.07
C: 22.78 22.27 4.59  -0.01
C: 21.81 23.42 4.90  -0.46
O: 21.62 23.64 6.10  0.03
C: 21.31 24.44 3.93  -0.03
H: 22.66 22.21 3.51  0.06
H: 22.42 21.35 5.07  0.07
H: 23.79 22.54 4.88  0.08
H: 20.80 25.28 4.39  0.09
H: 20.52 23.96 3.35  0.08
H: 22.08 24.84 3.27  0.09
C: 20.17 16.56 0.47  -0.01
C: 18.67 16.36 0.36  -0.52
O: 18.09 15.51 0.98  0.07
C: 17.92 17.27 -0.55  -0.02
H: 20.43 17.61 0.31  0.07
H: 20.60 16.04 -0.38  0.09
H: 20.60 16.16 1.39  0.07
H: 18.04 16.88 -1.56  0.09
H: 18.20 18.32 -0.48  0.08
H: 16.85 17.23 -0.36  0.09


2.
Entry from the Open Molecules 2025 dataset: a cluster of 3 separate species, C46H61N3O4S in total at a distorted geometry (ωB97M-V/def2-TZVPD).

The strongest force on any atom comes out at 0.095 Eh/bohr. As for the highest occupied orbital energy: -8.089 eV. The lowest unoccupied orbital energy is -0.0313 Ha. The SMILES is C=Cc1cccc2c1Sc1ccc(CCCCCCCCCCCCCCCCCCCC)cc1N2.O=[N+]([O-])c1ccccc1.O=[N+]([O-])c1ccccc1.

Each line ends with the Löwdin charge.
Positions of all 115 atoms, in Å:
C: -1.83 2.65 9.22  -0.03
C: -2.67 1.41 9.21  -0.16
C: -3.52 1.00 7.86  -0.17
C: -4.41 2.08 6.97  -0.02
C: -5.24 1.61 5.61  -0.05
C: -5.18 0.00 5.17  0.00
C: -4.30 -1.12 6.04  -0.16
C: -3.46 -0.57 7.38  -0.34
S: -2.44 -1.93 8.26  0.78
C: -1.75 -2.92 6.78  -0.38
C: -0.21 -3.50 6.70  -0.06
C: 0.22 -4.29 5.31  -0.03
C: -0.84 -4.48 4.04  -0.13
C: -0.28 -5.26 2.67  -0.19
C: -1.02 -4.64 1.33  -0.22
C: -0.08 -5.06 0.03  -0.21
C: 1.20 -4.00 -0.14  -0.22
C: 1.40 -3.65 -1.73  -0.22
C: 2.21 -2.25 -2.04  -0.18
C: 3.60 -2.52 -2.92  -0.21
C: 3.48 -2.02 -4.48  -0.22
C: 3.15 -0.42 -4.67  -0.22
C: 3.92 0.57 -3.62  -0.20
C: 3.12 2.03 -3.67  -0.22
C: 3.43 2.88 -5.05  -0.21
C: 3.90 4.42 -4.77  -0.22
C: 2.88 5.31 -3.84  -0.20
C: 2.29 6.66 -4.63  -0.21
C: 0.62 6.68 -4.60  -0.21
C: 0.12 5.45 -5.58  -0.21
C: -0.38 4.13 -4.70  -0.22
C: -1.51 3.31 -5.57  -0.25
C: -0.88 2.02 -6.37  -0.14
C: -2.39 -3.92 4.14  0.04
C: -2.84 -3.12 5.53  -0.18
N: -4.26 -2.59 5.63  -0.06
H: -1.42 3.07 10.24  0.07
H: -1.66 3.19 8.18  0.08
H: -2.76 0.66 10.13  0.10
H: -4.42 3.19 7.38  0.09
H: -5.84 2.43 4.99  0.08
H: -5.74 -0.41 4.21  0.07
H: 0.50 -3.31 7.61  0.09
H: 1.32 -4.72 5.15  0.09
H: 0.86 -4.92 2.58  0.10
H: -0.32 -6.42 2.75  0.12
H: -1.09 -3.47 1.32  0.12
H: -2.12 -5.06 1.25  0.11
H: 0.41 -6.09 0.30  0.11
H: -0.70 -5.14 -0.97  0.11
H: 2.21 -4.49 0.26  0.11
H: 1.04 -3.02 0.49  0.11
H: 0.33 -3.58 -2.22  0.10
H: 1.97 -4.54 -2.28  0.12
H: 1.52 -1.49 -2.63  0.12
H: 2.54 -1.78 -1.02  0.09
H: 3.88 -3.66 -2.93  0.11
H: 4.51 -1.95 -2.45  0.08
H: 2.58 -2.61 -4.97  0.11
H: 4.48 -2.31 -5.04  0.11
H: 3.54 -0.12 -5.76  0.12
H: 1.97 -0.27 -4.68  0.11
H: 3.86 0.22 -2.49  0.09
H: 5.04 0.81 -3.90  0.12
H: 3.29 2.68 -2.69  0.12
H: 1.97 1.76 -3.69  0.09
H: 4.33 2.32 -5.59  0.11
H: 2.45 2.89 -5.70  0.09
H: 4.98 4.47 -4.32  0.11
H: 3.95 4.96 -5.82  0.10
H: 2.02 4.67 -3.35  0.09
H: 3.53 5.73 -2.94  0.11
H: 2.72 6.77 -5.72  0.10
H: 2.61 7.63 -4.02  0.10
H: 0.17 7.70 -4.95  0.10
H: 0.30 6.40 -3.49  0.11
H: -0.76 5.84 -6.26  0.10
H: 0.97 5.08 -6.33  0.12
H: 0.54 3.43 -4.42  0.08
H: -0.82 4.53 -3.67  0.11
H: -2.34 2.97 -4.80  0.11
H: -2.00 4.02 -6.39  0.10
H: -1.43 1.03 -6.04  0.07
H: -1.01 2.17 -7.53  0.07
H: 0.28 1.89 -6.16  0.06
H: -3.20 -4.04 3.30  0.10
H: -4.70 -3.17 6.39  0.12
C: 5.50 -3.31 3.52  -0.07
C: 6.55 -2.40 3.43  -0.07
C: 6.68 -1.59 2.30  0.00
C: 5.74 -1.70 1.26  -0.13
C: 4.69 -2.63 1.35  0.01
C: 4.58 -3.43 2.48  -0.06
N: 5.86 -0.84 0.08  -0.30
O: 6.82 -0.05 0.04  0.08
O: 5.00 -0.94 -0.80  0.01
H: 5.40 -3.94 4.41  0.11
H: 7.27 -2.31 4.25  0.11
H: 7.50 -0.88 2.25  0.12
H: 3.96 -2.73 0.55  0.09
H: 3.76 -4.15 2.56  0.10
C: -7.91 -0.26 1.50  -0.08
C: -6.54 -0.37 1.24  -0.08
C: -5.96 0.39 0.22  0.00
C: -6.76 1.26 -0.53  -0.14
C: -8.14 1.37 -0.28  0.00
C: -8.71 0.60 0.74  -0.07
N: -6.15 2.09 -1.58  -0.33
O: -4.94 1.95 -1.79  0.06
O: -6.89 2.87 -2.20  0.06
H: -8.36 -0.85 2.29  0.11
H: -5.93 -1.04 1.83  0.10
H: -4.89 0.30 0.04  0.12
H: -8.77 2.03 -0.86  0.12
H: -9.77 0.67 0.94  0.11


3.
Entry from the Open Molecules 2025 dataset: a structure of composition C46H62Cl4InN10O8 at a distorted geometry (ωB97M-V/def2-TZVPD).

The total charge is +1. The strongest force on any atom comes out at 0.091 Eh/bohr. As for the highest occupied orbital energy: -11.644 eV. The value obtained for the energy above the lowest of the compared OMol25 structures with the same formula, charge and spin is 223.72 kJ/mol. The lowest unoccupied orbital energy is -0.3691 Ha.

Each line ends with the Löwdin charge.
Positions of all 131 atoms, in Å:
In: -3.16 4.84 0.49  0.89
Cl: -5.93 1.06 0.95  0.65
O: -5.61 0.09 1.97  -0.25
O: -5.05 2.18 0.88  -0.33
O: -5.89 0.37 -0.27  -0.23
O: -7.29 1.54 1.11  -0.21
Cl: -0.57 0.75 0.93  0.60
O: -0.86 0.26 2.25  -0.29
O: -1.59 1.70 0.71  -0.32
O: 0.68 1.41 0.81  -0.32
O: -0.68 -0.31 -0.02  -0.30
N: 0.24 -4.79 1.18  0.08
C: 0.59 -3.53 1.48  -0.10
C: 0.24 -2.95 2.73  -0.03
C: -0.42 -3.71 3.71  -0.07
C: -0.84 -5.01 3.36  -0.02
C: -0.45 -5.47 2.09  -0.11
H: 1.13 -3.00 0.71  0.10
H: 0.29 -1.88 2.87  0.08
H: -0.76 -3.28 4.64  0.11
H: -1.42 -5.66 4.00  0.11
H: -0.77 -6.45 1.76  0.12
N: 3.68 -0.12 -3.50  0.08
C: 2.93 -0.43 -2.39  -0.11
C: 3.32 -0.05 -1.11  -0.07
C: 4.58 0.57 -0.98  -0.08
C: 5.38 0.82 -2.10  -0.06
C: 4.82 0.55 -3.35  -0.15
H: 2.07 -1.04 -2.62  0.08
H: 2.74 -0.18 -0.21  0.09
H: 4.89 0.83 0.02  0.10
H: 6.31 1.36 -2.00  0.11
H: 5.35 0.86 -4.24  0.11
N: 0.08 -2.81 -3.48  0.10
C: -0.61 -2.79 -2.32  -0.14
C: -1.90 -3.24 -2.24  -0.09
C: -2.55 -3.58 -3.37  -0.08
C: -1.85 -3.74 -4.57  -0.05
C: -0.58 -3.27 -4.57  -0.14
H: -0.11 -2.45 -1.43  0.08
H: -2.36 -3.30 -1.26  0.06
H: -3.54 -3.96 -3.20  0.12
H: -2.41 -4.00 -5.46  0.11
H: -0.05 -3.37 -5.51  0.11
N: -0.95 5.41 2.65  0.02
C: 0.13 4.58 2.72  -0.15
C: 1.20 4.70 3.59  -0.04
C: 1.21 5.75 4.55  -0.03
C: 0.19 6.67 4.44  -0.07
C: -0.82 6.47 3.51  -0.12
H: 0.12 3.73 2.05  0.08
H: 1.93 3.90 3.56  0.09
H: 1.88 5.91 5.38  0.11
H: 0.04 7.56 5.03  0.11
H: -1.64 7.17 3.37  0.11
N: -0.07 3.91 -6.90  0.08
C: 0.30 3.02 -7.84  -0.13
C: 0.44 1.69 -7.55  -0.06
C: 0.07 1.18 -6.26  -0.02
C: -0.33 2.17 -5.31  -0.08
C: -0.42 3.48 -5.69  -0.16
H: 0.53 3.29 -8.86  0.11
H: 0.83 1.03 -8.30  0.10
H: 0.31 0.18 -5.93  0.10
H: -0.55 1.98 -4.27  0.09
H: -0.59 4.27 -4.97  0.11
C: -3.21 -2.49 1.54  -1.02
Cl: -3.63 -2.89 3.19  0.59
Cl: -4.32 -3.42 0.56  0.57
H: -3.34 -1.43 1.29  0.02
H: -2.20 -2.86 1.38  0.00
C: 3.26 3.76 -0.03  -0.10
C: 3.14 3.69 -1.58  -0.21
C: 1.76 3.14 -1.99  -0.17
C: 0.61 3.75 -1.31  -0.17
N: -0.31 4.27 -0.75  0.14
H: 4.32 3.86 0.21  0.07
H: 2.84 2.90 0.48  0.05
H: 2.73 4.60 0.43  0.07
H: 3.96 3.10 -2.00  0.08
H: 3.22 4.69 -2.01  0.11
H: 1.71 2.08 -1.73  0.09
H: 1.61 3.14 -3.07  0.11
C: -3.97 0.63 -5.04  -0.09
C: -4.25 -0.12 -3.74  -0.23
C: -3.36 0.25 -2.55  -0.16
C: -3.31 1.67 -2.09  -0.16
N: -3.32 2.79 -1.74  0.12
H: -2.91 0.50 -5.28  0.05
H: -4.19 1.70 -5.11  0.08
H: -4.53 0.07 -5.79  0.08
H: -4.09 -1.18 -3.96  0.09
H: -5.32 -0.05 -3.52  0.11
H: -2.33 0.11 -2.87  0.11
H: -3.50 -0.44 -1.72  0.11
C: 2.38 -4.83 -1.60  -0.12
C: 3.21 -5.26 -0.40  -0.26
C: 2.84 -6.69 -0.02  -0.21
C: 3.47 -7.79 -0.79  -0.21
N: 3.95 -8.63 -1.47  0.13
H: 2.25 -3.75 -1.55  0.05
H: 1.40 -5.29 -1.56  0.07
H: 2.82 -5.13 -2.55  0.08
H: 2.96 -4.59 0.42  0.08
H: 4.27 -5.16 -0.62  0.12
H: 1.77 -6.87 0.06  0.10
H: 3.27 -6.89 0.96  0.11
C: 3.61 -0.98 3.15  -0.10
C: 3.35 0.42 3.60  -0.28
C: 2.12 0.61 4.40  -0.19
C: 2.19 0.10 5.81  -0.19
N: 2.22 -0.30 6.90  0.15
H: 2.86 -1.35 2.45  0.05
H: 3.73 -1.64 4.01  0.08
H: 4.55 -1.15 2.61  0.08
H: 3.38 1.03 2.69  0.10
H: 4.25 0.77 4.09  0.12
H: 1.25 0.18 3.90  0.09
H: 1.84 1.66 4.41  0.10
C: -1.55 0.81 5.90  -0.10
C: -3.10 0.76 5.93  -0.22
C: -3.68 0.97 4.55  -0.19
C: -3.29 2.22 3.85  -0.17
N: -2.99 3.21 3.29  0.14
H: -1.04 0.67 6.86  0.07
H: -1.11 1.67 5.41  0.06
H: -1.08 0.06 5.26  0.05
H: -3.47 1.51 6.63  0.11
H: -3.46 -0.18 6.35  0.11
H: -4.76 0.94 4.65  0.12
H: -3.34 0.22 3.83  0.09